# 1
{"formula": "C16H22ClMoN", "method": "wB97M-V/def2-TZVPD", "largest_force_ev_per_a": 5.25, "total_charge": 2, "gap_ha": [0.2268, 0.2531], "spin_multiplicity": 3, "species": ["C", "C", "C", "C", "Cl", "H", "H", "H", "H", "H", "H", "H", "H", "H", "C", "C", "C", "H", "C", "C", "H", "H", "H", "H", "C", "C", "C", "H", "C", "C", "H", "H", "H", "H", "Mo", "C", "C", "N", "H", "H", "H"], "coordinates": [[0.23833, 0.87914, -5.99260], [1.60659, 1.38785, -5.98485], [-0.00329, -0.52115, -6.32794], [-0.87513, 1.82258, -6.01881], [0.09886, 0.36406, -2.45072], [-0.01657, -0.67752, -7.42703], [-0.97992, -0.89421, -5.95816], [0.77754, -1.20346, -5.93530], [1.94656, 1.65025, -7.00854], [2.34244, 0.65151, -5.60148], [1.72364, 2.31117, -5.38233], [-1.07876, 2.17901, -7.05046], [-0.68725, 2.73427, -5.41596], [-1.82695, 1.38233, -5.65818], [1.63502, -0.85103, 1.72232], [0.99100, -1.96492, 1.07456], [1.42796, -1.95681, -0.28310], [0.37637, -2.70363, 1.57174], [2.31742, -0.83773, -0.47590], [2.44362, -0.14504, 0.76270], [3.05422, 0.72369, 0.97883], [1.57927, -0.62112, 2.79163], [1.19795, -2.71595, -1.03034], [2.82012, -0.57952, -1.39933], [-1.96902, 0.97424, 1.24087], [-1.82112, -0.41202, 1.70816], [-2.07394, -1.27914, 0.61858], [-1.56436, -0.72513, 2.72048], [-2.36838, -0.45166, -0.51788], [-2.29697, 0.93221, -0.13581], [-2.48666, 1.78782, -0.76192], [-1.83773, 1.86649, 1.85918], [-2.08286, -2.35486, 0.66224], [-2.66563, -0.81920, -1.49711], [-0.01372, -0.05503, 0.06166], [0.05610, 0.28373, 4.79247], [0.10163, 0.87087, 3.51114], [0.16465, 0.86831, 2.35459], [0.86587, -0.34056, 5.06136], [-0.76957, -0.35316, 4.97272], [0.03745, 1.19789, 5.59462]]}

# 2
{"formula": "C31H28ClHfNOPS", "method": "wB97M-V/def2-TZVPD", "largest_force_ev_per_a": 4.59, "total_charge": 3, "gap_ha": 0.1830, "species": ["Hf", "Cl", "C", "O", "P", "C", "C", "C", "C", "C", "C", "C", "C", "H", "H", "H", "H", "H", "C", "C", "C", "C", "C", "H", "H", "H", "H", "H", "C", "C", "C", "C", "C", "H", "H", "H", "H", "H", "H", "H", "N", "S", "C", "C", "C", "C", "C", "C", "C", "C", "C", "C", "C", "C", "H", "H", "H", "H", "H", "H", "H", "H", "H", "H", "H"], "coordinates": [[-0.34176, 0.44574, -0.36830], [-1.78815, 0.00255, -2.09587], [-1.59619, -2.73596, 2.09355], [-1.17020, -1.86947, 1.33375], [1.57422, -1.13377, -1.19103], [2.62662, -2.18679, -0.09371], [0.80020, -2.43506, -2.25797], [2.83704, -0.40341, -2.32420], [0.42625, -2.12524, -3.57456], [-0.35656, -3.00748, -4.30688], [-0.75867, -4.22680, -3.74259], [-0.37524, -4.54410, -2.43411], [0.39629, -3.65210, -1.69063], [0.73591, -1.17244, -4.01238], [-0.65798, -2.75584, -5.32234], [-1.37238, -4.92579, -4.31985], [-0.67864, -5.49426, -1.99071], [0.68008, -3.88036, -0.66400], [2.18136, -2.47866, 1.20256], [2.86652, -3.39825, 1.98279], [4.00400, -4.05132, 1.48296], [4.47146, -3.72885, 0.20344], [3.79989, -2.78257, -0.57233], [1.28217, -1.99243, 1.58219], [2.51880, -3.62687, 2.99276], [4.52027, -4.79980, 2.08488], [5.35974, -4.21657, -0.19098], [4.18887, -2.52003, -1.55519], [3.40658, -1.11966, -3.38437], [4.31355, -0.49788, -4.24290], [4.68557, 0.83740, -4.02742], [4.14681, 1.53569, -2.93547], [3.23974, 0.91428, -2.07869], [3.15046, -2.16441, -3.54930], [4.73173, -1.04886, -5.08184], [5.39430, 1.32957, -4.70151], [4.44324, 2.56994, -2.75940], [2.82549, 1.45622, -1.22053], [-2.32470, -3.52840, 1.96378], [-1.38769, -2.98256, 3.13083], [-1.17917, 2.06496, 0.49998], [-2.31599, 1.27815, 1.66621], [-1.74780, 2.22202, 3.10953], [-0.70951, 3.14998, 3.05656], [-0.38037, 3.88658, 4.19574], [-1.05725, 3.66043, 5.40078], [-2.07767, 2.70173, 5.46382], [-2.42340, 1.97657, 4.32116], [-3.75293, 2.25037, 1.14103], [-4.64952, 2.74468, 2.10039], [-5.78277, 3.45844, 1.68984], [-6.00761, 3.68638, 0.32447], [-5.09350, 3.21322, -0.62759], [-3.97842, 2.48777, -0.21585], [-1.26764, 3.09439, 0.46326], [-0.16737, 3.29170, 2.12231], [0.40425, 4.63039, 4.13456], [-0.78609, 4.23026, 6.29317], [-2.60906, 2.51787, 6.39262], [-3.22110, 1.23872, 4.34081], [-4.45560, 2.57709, 3.15499], [-6.48616, 3.82434, 2.43446], [-6.90012, 4.22378, 0.00185], [-5.25549, 3.39435, -1.68525], [-3.25798, 2.08222, -0.93359]]}

# 3
{"formula": "C14H22I2MoNO4P2S", "method": "wB97M-V/def2-TZVPD", "largest_force_ev_per_a": 6.02, "total_charge": 3, "gap_ha": [0.1327, 0.0759], "spin_multiplicity": 3, "species": ["I", "I", "Mo", "P", "C", "C", "H", "H", "H", "H", "H", "H", "C", "H", "H", "H", "P", "C", "C", "H", "H", "H", "C", "H", "H", "H", "H", "H", "H", "C", "O", "O", "C", "N", "S", "O", "O", "C", "C", "C", "C", "C", "C", "H", "H", "H", "H"], "coordinates": [[0.50416, -0.88451, -5.48863], [0.10312, 1.63084, -4.35912], [0.24904, 0.06084, -1.03218], [-1.95508, -0.02930, -1.65818], [-2.88782, 1.50128, -1.27806], [-2.55621, -0.54426, -3.29293], [-3.64653, -0.68421, -3.26376], [-3.79489, -1.38218, -0.84789], [-2.03470, -1.46604, -3.57886], [-2.20337, -2.18564, -0.56268], [-2.62826, 2.25680, -2.03189], [-2.27894, 0.22973, -4.02139], [-2.75088, -1.23477, -0.53315], [-3.96585, 1.27726, -1.30925], [-2.72061, -0.86268, 0.49952], [-2.59004, 1.86202, -0.28022], [2.65295, 0.03401, -1.55525], [3.53859, 1.60057, -1.16134], [3.49911, -1.19306, -0.49365], [2.76745, -1.31545, -3.53523], [4.34500, -0.46358, -3.27032], [2.88989, 0.40321, -3.90832], [3.24882, -0.37918, -3.22892], [3.02786, -2.16694, -0.67192], [4.57152, -1.24079, -0.73380], [4.62850, 1.46213, -1.24331], [3.27166, 1.89966, -0.13761], [3.34049, -0.94900, 0.56350], [3.19524, 2.37861, -1.85776], [0.32266, 1.95855, -1.33871], [0.44109, 3.13090, -1.44318], [-0.90742, 2.05325, 1.39170], [-0.52322, 0.96166, 1.83422], [0.09173, -0.01548, 1.01383], [0.40910, -1.50625, 1.83639], [-0.40829, -2.54684, 1.26210], [1.81913, -1.70041, 2.00975], [-0.32350, -0.86177, 3.33267], [-0.52954, -1.52155, 4.53665], [-1.16020, -0.84458, 5.59867], [-1.59701, 0.48747, 5.42708], [-1.39533, 1.13406, 4.20998], [-0.71659, 0.44301, 3.19162], [-0.18724, -2.54950, 4.62042], [-1.32599, -1.35971, 6.55216], [-2.10636, 0.98529, 6.25536], [-1.72322, 2.13647, 3.98186]]}

# 4
{"formula": "C4H9O4PS", "method": "wB97M-V/def2-TZVPD", "largest_force_ev_per_a": 3.96, "total_charge": -2, "gap_ha": 0.1965, "species": ["C", "C", "C", "C", "S", "O", "P", "O", "O", "O", "H", "H", "H", "H", "H", "H", "H", "H", "H"], "coordinates": [[1.20205, -0.49337, -1.45652], [0.00290, 0.01247, -0.65681], [-0.01896, 1.59054, -0.43620], [0.09664, -0.71040, 0.69324], [-1.62608, -0.32112, -1.47843], [-1.53742, -1.97462, -2.01538], [-1.12227, -3.52457, -1.18818], [-2.12608, -3.65427, -0.08072], [0.30228, -3.27215, -0.72300], [-1.31961, -4.36339, -2.41293], [1.38727, -1.56029, -1.19891], [1.11907, -0.46889, -2.54446], [2.05938, -0.04362, -1.07833], [-0.82662, 1.71230, 0.39375], [-0.26634, 2.28591, -1.27830], [0.88747, 1.88929, 0.05194], [-0.68569, -0.65177, 1.33666], [-0.06904, -1.68354, 0.37536], [1.15962, -0.50432, 1.11864]]}